(1)
{
  "formula": "C4H14NO2",
  "method": "ωB97M-V/def2-TZVPD",
  "symbols": ["H", "C", "H", "N", "C", "O", "H", "H", "H", "H", "H", "H", "H", "C", "H", "H", "H", "O", "H", "C", "H"],
  "positions_angstrom": [[-2.1807, -1.5954, -0.7573], [1.1674, -0.7007, 0.8223], [-0.6605, -1.6527, 1.5870], [-1.5417, -0.8935, -1.0270], [1.8545, 0.7316, 0.7196], [2.1102, 1.1746, 2.0851], [-0.7167, -1.3502, -1.4885], [1.2930, -1.3705, -0.0655], [1.4993, 1.9502, 2.1958], [-0.1744, -0.1984, 2.2113], [1.6870, -1.1527, 1.6858], [-0.4985, 0.8099, -0.2447], [2.9307, 0.7875, 0.1788], [-0.2932, -0.7137, 1.2209], [-1.0133, 1.5859, -2.5319], [-1.9947, -0.2446, -1.6618], [-2.0359, 0.3612, 0.5338], [-0.7057, 0.6702, -2.5310], [-0.6300, 0.3411, -3.4603], [-1.1391, 0.0088, 0.1908], [1.0424, 1.4512, 0.3367]],
  "atomic_forces_ev_per_a": [[-0.88, -1.18, 0.70], [1.67, -0.83, -0.43], [-0.21, -0.86, -0.50], [1.42, 0.18, 1.32], [0.08, 0.20, 0.15], [-1.47, 0.93, -0.79], [-0.99, 0.79, 0.53], [0.49, 0.70, 0.43], [1.21, -1.08, 0.30], [-1.14, 0.47, -0.87], [0.11, -0.18, -0.68], [-1.02, -0.62, 0.21], [-2.95, -0.37, 0.77], [0.81, 1.73, 1.28], [0.29, 0.03, -0.58], [0.26, -0.32, -0.51], [-2.26, 1.03, 0.93], [0.34, 0.35, -1.71], [-0.06, 0.95, 0.88], [2.47, -1.17, -1.18], [1.83, -0.76, -0.24]],
  "gap_ev": 10.043,
  "charge": 1,
  "spin_multiplicity": 1,
  "energy_ev": -9952.19239,
  "homo_ha": -0.4987
}


(2)
{
  "formula": "C2OS",
  "method": "ωB97M-V/def2-TZVPD",
  "symbols": ["O", "C", "C", "S"],
  "positions_angstrom": [[-2.0304, -0.1394, 0.2640], [-1.2555, -0.0496, -0.5780], [0.9406, 0.0583, 0.4893], [2.3453, 0.1306, -0.1754]],
  "atomic_forces_ev_per_a": [[1.46, 0.17, -1.57], [-1.41, -0.16, 1.63], [-0.15, -0.01, -0.08], [0.10, 0.00, 0.02]],
  "gap_ev": [6.519, 7.758],
  "charge": 0,
  "spin_multiplicity": 3,
  "energy_ev": -14950.46241,
  "homo_ha": [-0.2717, -0.4097]
}


What are the F_max values for these records? In order: 3.08 2.16 eV Å⁻¹.
What are the energy above the lowest of the compared OMol25 structures with the same formula, charge and spin values for these records? In order: 2.569 0.050 eV.